Record 1
C18H19N3ORhS4 | wB97M-V/def2-TZVPD

Geometry (Å):
Rh 7.946 7.752 8.912
O 9.091 7.193 10.507
C 10.389 7.285 10.575
C 11.025 7.543 11.826
C 12.404 7.748 11.904
C 13.164 7.876 10.726
C 12.590 7.469 9.572
C 11.253 7.202 9.448
C 10.780 6.729 8.149
N 9.644 6.918 7.555
C 9.710 6.239 6.334
C 10.923 5.668 6.186
N 11.608 6.031 7.336
H 10.403 7.490 12.698
H 12.952 7.904 12.846
H 14.196 8.029 10.815
H 13.225 7.465 8.739
H 8.945 6.229 5.542
H 11.250 5.074 5.362
H 12.502 5.723 7.592
C 6.242 7.598 6.387
N 6.704 8.643 7.349
C 5.555 9.260 7.995
C 7.473 9.682 6.743
C 8.252 10.404 7.818
C 8.473 11.719 7.633
C 9.178 12.443 8.654
C 9.629 11.749 9.754
C 9.418 10.424 9.895
C 8.706 9.685 8.976
H 5.805 8.125 5.564
H 5.557 6.942 6.896
H 7.073 7.081 5.985
H 5.006 9.903 7.278
H 5.920 10.023 8.744
H 4.912 8.536 8.456
H 6.834 10.423 6.264
H 8.184 9.194 6.038
H 8.061 12.272 6.799
H 9.318 13.522 8.666
H 10.267 12.246 10.503
H 9.869 9.907 10.766
S 5.759 9.115 11.564
S 4.371 9.042 12.845
S 4.998 5.293 8.626
S 6.938 5.538 9.072

Cartesian forces, eV/Å:
0.1 0.7 -0.3
0.9 -0.3 0.6
-0.7 0.6 -0.2
1.0 -0.5 -0.2
-0.4 0.8 -0.1
-0.8 -1.1 2.0
0.1 0.7 -0.1
-1.1 -0.5 -0.1
0.7 0.3 0.0
-1.5 -0.3 -1.1
-0.6 0.5 -0.2
-0.3 0.7 0.7
-0.4 -0.7 -0.9
-0.2 0.1 0.3
-0.7 -0.1 -0.2
1.3 0.4 -0.1
0.6 -0.1 -1.4
0.2 0.1 1.0
0.6 -0.2 0.0
1.1 -0.4 0.4
0.1 1.6 0.7
-0.7 -1.9 0.8
0.2 1.9 0.5
1.8 0.0 0.0
0.0 -1.4 0.3
1.1 2.8 1.6
-0.7 -0.3 -0.7
1.2 2.1 0.1
0.3 -2.7 1.1
-1.1 -0.6 -1.6
-0.8 0.3 -0.7
-0.2 -0.3 0.0
0.9 -0.7 0.0
-0.2 -0.5 -0.1
-0.3 -1.1 -0.5
-0.2 -0.4 0.2
-0.1 -0.1 -0.6
-0.5 0.5 0.2
0.0 -0.1 -0.2
0.0 -0.2 -0.5
-0.5 0.0 -0.3
-0.4 0.3 -0.5
0.0 -0.1 0.1
0.1 0.0 -0.1
0.4 0.1 0.2
-0.3 -0.1 0.0

E_tot: -71842.0158 eV
LUMO energy (alpha / beta): 2.64 / 1.06 eV
energy above the lowest of the compared OMol25 structures with the same formula, charge and spin: 0.0 kJ/mol
total charge: -1
HOMO (alpha / beta): -0.13949 / -0.13261 hartree
spin multiplicity: 5
expectation value of S²: 6.02

---

Record 2
C18H19N9O3S3Ti | wB97M-V/def2-TZVPD

Geometry (Å):
Ti 0.525 -0.705 0.246
C -4.538 -4.546 0.779
C -3.600 -3.869 1.704
N -3.573 -3.998 2.990
N -2.549 -3.177 3.380
C -1.919 -2.558 2.372
S -0.553 -1.602 2.532
N -2.630 -2.978 1.282
N -2.362 -2.576 -0.010
H -5.189 -5.195 1.359
H -3.995 -5.144 0.047
H -5.150 -3.823 0.238
H -2.285 -3.111 4.348
H -3.205 -2.298 -0.492
H -1.807 -3.255 -0.519
N 0.817 7.544 -0.421
C 1.016 6.168 -0.381
C 1.526 5.499 -1.497
C 1.773 4.143 -1.447
C 1.515 3.438 -0.277
C 1.006 4.087 0.837
C 0.760 5.448 0.785
S 1.820 1.713 -0.248
O 1.424 1.250 1.100
O 3.172 1.466 -0.649
N 0.821 0.991 -1.257
C -0.520 1.318 -1.128
N -1.186 0.455 -0.318
C -2.471 0.710 -0.061
C -3.119 1.783 -0.641
C -2.364 2.571 -1.500
N -1.073 2.351 -1.747
H 0.690 7.938 -1.338
H 0.162 7.908 0.251
H 1.728 6.053 -2.406
H 2.160 3.623 -2.313
H 0.808 3.521 1.737
H 0.373 5.962 1.657
H -2.971 0.043 0.632
H -4.156 1.997 -0.433
H -2.807 3.421 -2.008
O 2.382 -1.595 0.723
N 2.932 -2.585 0.048
C 4.218 -2.879 0.343
C 4.877 -3.895 -0.289
C 4.195 -4.631 -1.261
C 2.897 -4.309 -1.558
C 2.229 -3.258 -0.904
S 0.619 -2.784 -1.263
H 4.641 -2.240 1.102
H 5.905 -4.103 -0.031
H 4.688 -5.441 -1.782
H 2.342 -4.846 -2.315

Cartesian forces, eV/Å:
0.8 -1.0 0.2
0.0 0.0 0.0
0.0 0.0 0.1
0.0 0.1 -0.1
-0.1 -0.2 0.1
0.1 0.0 0.1
0.0 0.3 -0.1
0.0 -0.1 -0.1
0.0 0.1 -0.1
0.0 0.0 0.0
0.0 0.0 0.0
0.0 0.0 0.0
0.0 0.0 0.0
0.0 -0.1 0.0
0.0 0.0 0.0
0.0 0.0 0.0
0.0 0.1 0.0
0.0 0.0 0.0
0.0 0.0 0.0
0.0 0.1 0.0
0.0 0.0 -0.1
0.0 0.0 0.0
0.0 0.0 0.1
0.0 0.0 0.0
0.0 0.0 0.0
-0.1 0.1 -0.2
0.0 -0.2 0.2
-0.6 0.4 -0.1
0.2 -0.1 -0.1
0.1 0.0 -0.1
0.1 0.0 0.0
-0.1 0.1 0.0
0.0 0.0 0.0
0.0 0.0 0.0
0.0 0.0 0.0
0.0 0.0 0.0
0.0 0.0 0.0
0.0 0.0 0.0
0.0 0.0 0.0
0.0 0.0 0.0
0.0 0.0 0.0
-0.3 0.2 -0.1
-0.1 0.0 -0.1
0.0 0.0 0.0
0.0 0.0 0.0
0.0 0.0 0.0
-0.1 0.0 0.0
0.0 0.0 0.0
-0.1 0.1 0.1
0.0 0.0 0.0
0.0 0.0 0.0
0.0 0.0 0.0
0.0 0.0 0.0

E_tot: -94148.9617 eV
LUMO energy (alpha / beta): 0.18 / 0.18 eV
energy above the lowest of the compared OMol25 structures with the same formula, charge and spin: 92.1 kJ/mol
total charge: 0
HOMO (alpha / beta): -0.20623 / -0.28147 hartree
spin multiplicity: 3
expectation value of S²: 2.01

---

Record 3
C18H19NO7S | wB97M-V/def2-TZVPD

Geometry (Å):
C 6.567 1.886 0.519
C 7.329 0.513 0.572
O 6.511 -0.647 -0.351
C 5.343 -1.096 0.400
O 4.876 -0.875 1.602
C 4.753 -2.009 -0.729
O 3.373 -2.253 -0.397
C 2.588 -1.288 -0.355
C 2.782 0.229 -0.818
C 1.752 1.098 -0.947
C 0.614 0.534 -0.484
S -0.643 1.989 -0.361
O 0.054 3.300 0.146
O -1.091 2.230 -1.676
N -1.889 1.520 0.472
C -3.089 0.903 0.327
C -2.937 -0.170 -0.975
C -3.971 -0.715 -1.322
C -5.201 -0.549 -0.769
C -5.300 0.153 0.777
C -4.128 0.967 1.004
O -6.374 0.077 1.372
C -7.545 -0.343 0.661
C -7.198 -1.559 0.095
O -6.227 -1.555 -0.815
C 0.309 -0.454 0.153
C 1.253 -1.534 -0.002
H 6.424 2.037 -0.586
H 5.402 1.920 0.766
H 7.249 2.561 0.970
H 8.351 0.619 0.152
H 7.237 0.177 1.597
H 5.147 -2.914 -0.229
H 4.818 -1.745 -1.614
H 3.903 0.199 -1.049
H 1.945 2.123 -1.118
H -1.973 2.170 1.379
H -2.036 0.171 -1.634
H -4.130 -1.397 -2.080
H -4.176 1.492 2.096
H -8.230 -0.371 1.598
H -7.910 0.308 0.019
H -8.058 -1.898 -0.276
H -6.795 -2.348 0.741
H -0.665 -0.916 0.541
H 0.989 -2.539 0.629

Cartesian forces, eV/Å:
-2.5 -2.5 -3.0
-2.5 -0.3 -0.9
-0.7 2.3 5.2
-0.1 2.0 1.6
3.3 -1.1 -7.0
-2.2 -3.0 12.7
3.4 -3.0 -0.5
-6.9 6.9 -0.9
3.7 -5.6 0.1
3.5 -1.7 0.2
-3.2 12.3 -2.4
4.8 4.3 -1.0
-2.4 -5.0 0.1
-0.9 -0.3 -2.7
-0.9 3.6 7.5
6.6 -5.3 -10.2
9.2 9.3 4.7
-8.1 -4.4 -2.7
-3.9 1.3 9.0
6.1 -1.3 -10.3
-7.9 0.9 8.7
-3.0 2.2 3.6
0.6 -0.3 7.7
1.8 -3.6 1.7
3.4 1.4 -5.0
-2.2 -12.3 3.6
0.5 -2.0 3.4
0.8 0.6 0.8
2.8 -0.3 0.7
0.0 1.2 0.5
-0.9 -0.5 0.2
0.5 -0.7 -0.1
0.6 -0.3 -1.9
1.6 2.2 -8.3
-1.7 1.8 -0.1
-0.4 0.8 -0.5
0.8 -1.7 -2.4
-1.7 -1.5 1.3
0.7 -1.5 -2.3
0.4 -0.7 -2.6
0.4 -0.5 -2.1
-1.2 3.6 -3.1
-3.4 -2.0 -2.2
-0.9 0.3 1.4
1.2 1.9 -0.4
0.8 2.3 -2.0

E_tot: -45615.5805 eV
LUMO energy: 0.61 eV
energy above the lowest of the compared OMol25 structures with the same formula, charge and spin: 1506.8 kJ/mol
SMILES string: CCOC(=O)COc1ccc(S(=O)(=O)Nc2ccc3c(c2)OCCO3)cc1
total charge: 0
HOMO: -0.25360 hartree

---

Record 4
C18H20BF2NO3 | wB97M-V/def2-TZVPD

Geometry (Å):
C 4.519 -0.345 1.431
O 4.342 1.016 1.088
C 3.691 1.227 -0.157
B 2.120 1.423 0.012
C 1.129 0.243 -0.255
C -0.097 0.357 0.650
C -0.098 -0.537 1.831
O -0.939 -0.724 0.589
O 1.587 2.678 0.391
C 2.184 3.276 1.384
N 2.469 3.743 2.394
H 3.794 -0.987 0.936
H 5.532 -0.678 1.206
H 4.375 -0.436 2.505
H 4.099 2.110 -0.655
H 3.841 0.386 -0.837
H 0.683 0.280 -1.252
H 1.563 -0.729 -0.051
H -0.518 1.347 0.790
H -0.953 -0.545 2.488
H 0.632 -1.332 1.874
F 1.699 2.038 -4.080
C 0.544 2.696 -3.843
C 0.171 2.930 -2.536
C -1.012 3.608 -2.287
C -1.806 4.032 -3.343
C -1.412 3.782 -4.651
C -0.225 3.112 -4.909
H 0.801 2.584 -1.729
H -1.313 3.804 -1.266
H -2.730 4.558 -3.147
H -2.031 4.110 -5.475
H 0.104 2.913 -5.920
F -2.051 -2.410 3.839
C -2.555 -3.369 3.035
C -3.684 -3.096 2.290
C -4.193 -4.084 1.461
C -3.577 -5.326 1.393
C -2.444 -5.579 2.152
C -1.922 -4.594 2.978
H -4.152 -2.124 2.362
H -5.073 -3.882 0.867
H -3.979 -6.094 0.747
H -1.963 -6.546 2.103
H -1.036 -4.768 3.573

Cartesian forces, eV/Å:
0.0 0.2 0.3
0.0 0.1 0.1
-0.6 0.2 -0.3
0.6 -0.8 -0.4
-1.2 1.1 0.7
1.0 0.2 0.9
-2.1 -1.0 -1.5
0.1 -0.5 -0.5
0.5 -0.3 0.4
-0.9 -0.1 0.0
0.5 0.4 0.0
0.0 -0.1 -0.1
0.1 0.0 -0.2
0.0 0.0 0.1
0.3 0.1 0.2
0.2 -0.1 -0.1
0.5 -0.2 -0.3
0.3 -0.1 -0.4
-0.3 0.0 -0.3
0.9 0.7 1.4
0.3 0.1 0.4
0.0 0.0 0.0
-0.1 0.1 0.0
0.1 -0.1 0.1
0.0 0.0 -0.1
0.0 0.0 0.0
0.0 0.0 0.1
0.0 0.0 -0.2
-0.1 0.2 -0.2
0.0 0.0 0.0
0.0 0.0 0.0
0.0 0.0 0.0
0.0 0.0 0.0
0.0 0.1 0.0
-0.1 -0.2 -0.2
-0.1 0.2 0.0
0.1 -0.1 0.0
0.0 0.0 0.0
-0.1 0.1 0.0
0.2 0.0 0.1
0.0 0.0 0.0
0.0 0.0 0.0
0.0 0.0 0.0
0.0 0.0 0.0
0.0 0.0 0.0

E_tot: -32731.3344 eV
LUMO energy: 0.25 eV
SMILES string: COCB(C[C@@H]1CO1)OC#N.Fc1ccccc1.Fc1ccccc1
total charge: 0
HOMO: -0.34503 hartree